# 1
Here is 11 unconnected molecules or ions with the total composition C28H72F2NO14S at a distorted geometry from the Open Molecules 2025 dataset. Energies are from wB97M-V/def2-TZVPD.

```
118
Properties=species:S:1:pos:R:3:forces:R:3:mulliken_charge:R:1
C -1.246454 3.880532 4.955426 -0.51 -0.55 -0.73 -0.66
C -0.904076 4.025722 3.460183 -0.62 -0.67 0.89 0.45
O -0.422945 5.039325 3.121810 1.33 1.80 -1.12 -0.51
O -1.065274 3.036638 2.481586 -0.95 0.54 1.03 -0.15
C -2.319470 2.357238 2.564206 -0.40 -1.68 0.13 -0.43
C -2.018764 0.858871 2.927426 -0.38 0.30 -0.87 -0.92
C -2.045478 -0.065113 1.652830 0.07 -0.38 0.58 -0.30
C -0.867877 -1.084196 1.848100 -0.74 1.80 -0.22 -0.62
S -0.639876 -2.203488 0.421910 -0.14 -0.87 1.27 0.33
N 1.054928 -1.998687 -0.020588 -2.87 -1.27 -0.05 0.34
C 1.115483 -1.607610 -1.432764 -0.20 -1.82 1.10 0.35
O 1.719407 -0.702215 -1.750935 1.71 2.99 -1.40 -0.32
F 0.443229 -2.400588 -2.275984 -0.19 -0.24 0.64 -0.24
C 1.781531 -3.223678 0.188569 -1.00 0.20 0.85 0.37
O 2.669521 -3.460191 -0.491832 3.04 -0.59 -2.42 -0.34
F 1.454171 -4.033545 1.170817 -1.13 0.92 0.55 -0.19
H -2.108651 3.214159 5.142906 0.67 0.15 0.15 0.32
H -0.345255 3.547853 5.511344 -0.87 0.15 -0.52 0.06
H -1.508157 4.893943 5.306794 0.20 -0.53 -0.22 0.38
H -3.015333 2.742653 3.328020 0.59 0.26 -0.28 0.49
H -2.861857 2.396024 1.595860 0.58 0.22 0.48 0.09
H -2.778707 0.501264 3.642363 0.58 0.00 -0.12 0.39
H -0.996062 0.847331 3.352971 -0.67 -0.05 0.14 0.56
H -3.005392 -0.617686 1.617690 0.46 0.37 -0.19 0.44
H -1.941224 0.531285 0.727552 0.10 -0.35 0.43 0.15
H 0.053240 -0.474569 1.953008 -0.21 -0.72 -0.17 0.44
H -1.081191 -1.678549 2.752632 0.42 -0.17 -0.64 0.42
H -1.427418 -1.769291 -0.633879 0.64 0.65 0.44 0.18
C -3.104574 -2.599325 -4.494262 -0.05 -0.09 0.14 -1.11
C -2.854727 -1.255228 -3.843604 0.08 -0.21 -0.41 -0.18
O -2.497981 -1.423546 -2.461248 0.34 0.09 0.82 -0.43
H -3.903319 -3.132366 -3.976059 -0.04 0.08 -0.05 0.28
H -3.383429 -2.478660 -5.541259 0.05 -0.01 0.02 0.37
H -2.211259 -3.227985 -4.440259 0.03 0.05 -0.12 0.34
H -3.751592 -0.639143 -3.878718 0.06 0.02 0.24 0.27
H -2.048286 -0.720397 -4.352426 -0.07 0.05 -0.04 0.26
H -1.699131 -1.962549 -2.443801 -0.18 -0.14 -0.65 0.20
C 3.602397 0.595895 -4.570058 -0.02 0.08 0.12 -0.97
C 2.192935 0.371143 -5.087858 0.42 -0.33 -0.16 0.32
O 2.227145 -0.061138 -6.442145 -0.24 0.09 -0.01 -0.55
H 4.116662 1.341221 -5.177956 -0.08 0.03 0.03 0.32
H 3.589739 0.935546 -3.531938 0.05 -0.02 -0.01 0.20
H 4.187667 -0.325519 -4.630111 -0.05 -0.02 0.08 0.34
H 1.617942 1.296732 -5.047544 -0.03 -0.05 -0.16 0.05
H 1.673824 -0.385006 -4.487275 -0.04 0.11 0.15 -0.05
H 2.727471 -0.884497 -6.475625 -0.02 0.10 -0.06 0.32
C 0.198307 -7.746902 0.665457 0.07 0.11 -0.03 -0.98
C -0.474830 -7.224927 1.921635 -0.03 -0.46 -0.21 -0.12
O -1.884426 -7.413264 1.848144 -0.17 0.24 -0.06 -0.51
H -0.193135 -7.237400 -0.218051 0.02 0.04 0.04 0.20
H 1.278998 -7.597149 0.708411 -0.01 -0.07 -0.03 0.33
H -0.001522 -8.812710 0.534547 0.09 0.00 0.06 0.41
H -0.290971 -6.155960 2.037960 -0.15 0.00 0.07 0.09
H -0.092789 -7.739742 2.807969 0.13 0.12 0.01 0.30
H -2.048081 -8.359098 1.754465 -0.03 0.09 0.07 0.29
C 2.035152 2.973691 0.606602 0.00 0.04 -0.05 -0.50
C 2.494451 2.982036 2.051715 0.20 -0.18 -0.34 -0.03
O 2.956056 1.682918 2.432788 -0.18 -0.15 0.13 -0.59
H 1.233434 2.244091 0.466142 -0.07 0.09 0.07 0.07
H 1.672344 3.957735 0.305612 0.00 -0.03 0.01 -0.09
H 2.854019 2.682283 -0.058149 0.03 0.11 0.00 0.57
H 1.667222 3.248245 2.707038 0.09 -0.10 0.07 -0.19
H 3.304113 3.701888 2.201358 -0.12 0.12 0.00 0.37
H 3.692337 1.454583 1.854031 -0.03 0.05 0.11 0.32
C -4.266686 -8.488280 -1.118322 -0.04 -0.13 -0.08 -0.88
C -4.253244 -7.023108 -1.506066 0.20 -0.15 0.37 -0.13
O -4.498173 -6.206717 -0.365760 0.02 0.27 -0.03 -0.52
H -5.227200 -8.759275 -0.677815 -0.01 0.05 -0.08 0.28
H -4.085558 -9.126113 -1.985508 0.02 -0.03 0.05 0.33
H -3.500994 -8.693808 -0.365782 0.07 0.01 -0.09 0.15
H -5.031898 -6.814577 -2.239552 -0.01 0.12 0.10 0.31
H -3.285989 -6.744023 -1.940100 -0.03 -0.10 -0.18 0.17
H -3.798553 -6.389799 0.274572 -0.09 -0.06 0.03 0.29
C 2.779819 6.970163 0.874398 -0.12 0.03 0.04 -0.77
C 2.863639 7.284092 -0.607414 0.33 -0.28 0.19 -0.07
O 4.207852 7.551882 -0.992517 -0.05 0.12 -0.12 -0.53
H 3.163756 7.803668 1.464158 -0.06 0.02 -0.05 0.34
H 1.748163 6.771573 1.173953 0.04 -0.04 0.06 0.26
H 3.390836 6.096235 1.119143 -0.07 -0.05 -0.03 0.09
H 2.271022 8.167073 -0.845101 0.12 0.02 -0.08 0.34
H 2.486943 6.444166 -1.203457 -0.19 0.04 0.03 0.05
H 4.731509 6.768045 -0.792852 -0.01 0.11 -0.01 0.32
C 4.214576 -6.416165 -2.027461 -0.06 -0.11 0.01 -0.50
C 5.421852 -5.967964 -2.829355 -0.23 0.30 0.17 -0.33
O 5.039766 -5.023531 -3.825960 0.02 -0.05 -0.15 -0.49
H 3.465816 -6.864954 -2.683054 0.09 -0.06 -0.01 0.29
H 4.498704 -7.145527 -1.266355 -0.04 0.03 0.01 0.33
H 3.740465 -5.563290 -1.535449 0.10 -0.01 0.08 -0.08
H 5.880567 -6.816036 -3.336074 0.00 0.12 -0.12 0.32
H 6.172022 -5.508619 -2.177771 0.06 -0.17 0.06 0.25
H 4.644790 -4.269384 -3.374985 0.08 -0.06 -0.05 0.26
C 1.213267 4.388617 8.906512 -0.03 0.07 -0.03 -1.05
C 0.279984 3.213697 8.688816 0.40 0.06 -0.02 -0.28
O 0.172094 2.906321 7.296150 0.08 -0.22 0.24 -0.51
H 0.853017 5.267503 8.369145 -0.05 -0.02 0.07 0.27
H 1.293220 4.632866 9.966698 0.04 0.00 -0.03 0.36
H 2.212116 4.165256 8.522783 0.01 -0.04 0.11 0.33
H -0.719962 3.447149 9.052871 -0.04 -0.08 -0.16 0.29
H 0.641932 2.327559 9.218282 -0.08 0.05 0.12 0.26
H 1.057436 2.689300 6.978831 -0.05 -0.01 0.12 0.25
C -4.653105 3.470060 -2.252641 -0.10 -0.07 0.02 -1.11
C -4.204093 3.465403 -0.805469 0.20 0.09 -0.37 -0.25
O -3.736628 2.161688 -0.433720 0.02 -0.21 0.24 -0.48
H -5.448571 2.738919 -2.408186 -0.03 0.06 0.06 0.33
H -5.018072 4.455194 -2.544380 0.07 -0.02 -0.05 0.36
H -3.828458 3.192173 -2.914938 0.03 0.15 -0.01 0.23
H -5.033682 3.721327 -0.147032 0.06 -0.19 0.09 0.42
H -3.399415 4.188305 -0.644749 -0.09 0.09 -0.03 0.25
H -2.998116 1.943131 -1.013507 -0.14 0.07 -0.06 0.21
C 0.799294 4.433524 -3.791567 0.03 0.06 -0.04 -0.77
C 0.123581 4.906262 -2.518629 0.00 -0.36 -0.16 0.38
O -1.273078 4.616865 -2.551448 -0.15 0.09 0.14 -0.48
H 0.351301 4.913544 -4.662645 0.04 0.05 0.05 0.32
H 1.867116 4.659855 -3.775452 -0.01 -0.04 -0.03 0.37
H 0.671866 3.354173 -3.918954 0.08 -0.01 0.07 -0.01
H 0.233733 5.984153 -2.405284 -0.17 -0.03 0.04 0.26
H 0.564436 4.419891 -1.642311 0.12 0.12 0.01 -0.25
H -1.369227 3.662611 -2.642237 0.04 0.10 -0.08 0.23
```
Positions in Å, forces in eV/Å.

Values from the calculation:
Charge = +1
E_tot = -2815.6137 a.u.

# 2
Here is 7 unconnected molecules or ions with the total composition C28H72F6N4O12P at a distorted geometry from the Open Molecules 2025 dataset. Energies are from wB97M-V/def2-TZVPD.

```
123
Properties=species:S:1:pos:R:3:forces:R:3:mulliken_charge:R:1
P -0.191755 -0.362426 -0.477175 4.88 0.44 -0.79 1.99
F 1.286747 0.369122 -0.252811 0.24 0.45 -0.59 -0.58
F -0.679272 1.046997 -1.033775 -1.69 0.58 -0.12 -0.61
F 0.229350 -0.694334 -2.024138 -0.12 -0.27 -0.61 -0.33
F -1.555280 -1.166962 -0.754577 0.15 0.63 1.25 -0.40
F 0.683123 -1.691215 -0.057279 -1.97 -0.24 0.37 -0.39
F -0.463082 0.166420 1.017284 -1.63 -1.53 0.10 -0.49
C 0.798694 -6.981631 0.556460 0.80 0.55 0.91 -0.80
O 0.012406 -6.039966 1.242230 -0.63 -0.83 0.27 -0.30
C 0.292869 -4.714916 0.895830 -0.28 0.46 1.00 -1.10
C -0.550344 -3.769726 1.813438 -0.30 0.36 -0.35 0.28
N -1.876511 -4.224189 2.111370 -0.99 -1.61 -0.99 -0.56
C -2.726194 -4.250385 0.904567 -0.31 -0.76 0.91 0.50
C -3.981100 -5.148663 1.201016 0.53 1.52 0.46 -0.95
O -3.742873 -6.536615 1.251054 0.09 -0.90 -0.70 -0.28
C -4.621190 -7.327430 0.492362 -0.83 0.67 -1.33 -0.84
H 0.683709 -7.988500 0.957932 -0.69 0.09 0.02 0.26
H 1.824446 -6.727027 0.847547 0.44 -0.11 -0.81 0.32
H 0.627825 -6.977575 -0.521863 0.14 0.08 -0.10 0.28
H 0.147662 -4.588719 -0.180706 -0.37 0.40 -0.03 0.45
H 1.341844 -4.460294 1.084815 0.22 -0.09 0.00 0.58
H -0.654076 -2.810194 1.295865 0.65 0.11 0.00 -0.56
H -0.154130 -3.603040 2.816433 0.93 -0.10 -0.34 0.50
H -2.369619 -3.555186 2.688914 0.38 0.03 0.41 0.33
H -2.240252 -4.590626 -0.010348 0.36 -0.31 0.27 0.52
H -2.918833 -3.184444 0.750569 -1.07 -0.14 -0.62 -0.45
H -4.757170 -4.838970 0.496631 -0.26 -0.42 -0.05 0.47
H -4.285069 -4.934993 2.228361 -0.31 0.62 -0.12 0.21
H -5.700181 -7.207044 0.655584 -0.05 0.07 1.26 0.33
H -4.402702 -8.392253 0.518212 0.43 0.15 0.36 0.26
H -4.671530 -7.015719 -0.559427 0.90 -0.08 -0.32 0.35
C 3.152351 1.310823 -2.749806 0.63 -0.84 0.56 -0.71
O 3.034051 0.870365 -4.085816 0.41 1.06 -0.16 -0.47
C 1.750863 0.738296 -4.692049 0.86 -0.50 0.58 0.19
C 1.841841 1.336705 -6.083698 -0.87 -0.67 -0.88 -1.05
N 1.565336 2.782450 -6.192647 0.15 -0.52 0.34 -0.42
C 0.098133 3.037306 -6.194932 0.67 0.39 1.05 -0.04
C -0.267670 4.516844 -5.879520 0.01 -1.53 -0.06 -0.77
O 0.402161 4.963193 -4.712413 -0.24 0.43 -1.45 -0.42
C -0.052631 4.528801 -3.452756 0.69 1.11 0.66 -0.38
H 3.387376 0.439011 -2.133562 -0.55 -0.08 0.29 0.31
H 2.297214 1.838067 -2.326194 -0.20 -0.10 -0.25 0.20
H 4.053280 1.913219 -2.612429 -0.11 0.41 -0.54 0.38
H 0.988443 1.163191 -4.034539 -0.22 0.09 -0.19 -0.01
H 1.618067 -0.345642 -4.749337 -0.58 -0.02 -0.16 0.44
H 1.161853 0.782352 -6.738036 -0.21 0.09 -0.05 0.32
H 2.829060 1.067458 -6.462624 0.17 0.37 0.06 0.37
H 1.945825 3.026158 -5.282474 -0.18 1.28 -0.10 0.36
H -0.321420 2.420216 -5.394894 -0.59 -0.12 -0.21 -0.08
H -0.302038 2.770070 -7.172951 -0.07 -0.16 0.03 0.43
H -1.353199 4.610993 -5.780853 -0.17 -0.26 0.35 0.35
H -0.069670 5.103311 -6.777692 0.82 0.51 0.46 0.37
H 0.245819 3.513511 -3.190447 -0.25 -0.12 -0.14 0.05
H -1.093839 4.741590 -3.199999 -0.31 -0.42 -0.63 0.35
H 0.487662 5.246897 -2.830396 0.12 -0.45 0.53 0.23
C 1.308892 -0.917359 3.173003 0.30 -1.27 0.09 -0.09
O 2.590869 -1.612107 3.174004 -0.66 1.00 0.59 -0.49
C 3.181858 -1.752460 1.889137 -0.64 -0.75 0.33 0.80
C 3.853356 -0.461578 1.470877 -1.04 0.15 -1.32 -0.28
N 5.018237 -0.008301 2.172643 1.06 -1.07 0.70 -0.37
C 6.139273 -0.935875 1.986009 0.84 0.27 -0.91 -0.46
C 6.734545 -0.896482 0.584958 0.40 0.56 -0.30 -0.53
O 7.984284 -1.564307 0.554308 0.98 -0.76 0.78 -0.35
C 8.857582 -1.284577 -0.513075 -0.80 1.61 -0.71 -0.76
H 0.611298 -1.580984 2.664305 -0.17 0.25 -0.14 -0.15
H 1.236400 0.069632 2.718594 0.67 -0.03 -0.18 0.18
H 0.973199 -0.834187 4.206354 0.30 -0.03 0.12 0.39
H 2.423789 -2.118096 1.193006 -0.13 0.75 -0.33 -0.63
H 3.791563 -2.657871 1.953550 0.71 0.38 0.27 0.31
H 3.092535 0.321104 1.470745 -0.04 -0.01 0.23 -0.08
H 4.114313 -0.510533 0.410829 -0.01 -0.16 -0.07 0.03
H 4.922630 -0.155713 3.172852 -0.96 0.69 0.13 0.34
H 5.885808 -1.984918 2.158274 0.12 -0.02 0.65 0.20
H 6.904346 -0.516833 2.641590 0.22 -0.74 0.20 0.43
H 6.923582 0.159384 0.369017 -0.34 0.08 -0.47 0.36
H 6.077968 -1.380230 -0.140970 -0.16 0.33 -0.19 0.31
H 8.648987 -1.857269 -1.418954 0.07 -0.43 0.14 0.28
H 9.924032 -1.262898 -0.288752 -0.12 -0.90 0.67 0.29
H 8.729307 -0.240688 -0.827201 -0.33 0.17 -0.07 0.30
C -0.227939 4.903063 1.131691 0.20 -0.56 0.21 -0.62
O -1.490342 4.337273 1.365125 -0.76 -0.06 0.49 -0.44
C -1.542925 2.983121 1.815363 -1.60 -0.42 -0.06 0.45
C -0.567899 2.567449 2.865221 1.63 0.49 0.54 -0.35
N -0.569579 3.218326 4.202244 -1.31 1.09 -0.47 -0.29
C -1.791346 2.944035 4.951108 -0.65 -0.35 1.32 -0.67
C -2.921632 3.970591 4.758395 0.12 -0.22 -1.62 -0.52
O -2.454213 5.258361 5.150233 0.66 -0.80 1.32 -0.36
C -3.357506 6.339237 5.136236 0.40 -0.70 -1.45 -0.75
H 0.386543 4.269185 0.485583 0.06 -0.01 -0.12 0.22
H 0.292668 5.017765 2.086180 0.27 0.34 -0.10 0.28
H -0.384854 5.863033 0.643176 0.00 0.01 0.12 0.28
H -1.503517 2.318029 0.951663 0.43 -0.05 -0.01 -0.45
H -2.531609 2.813840 2.250263 -0.33 0.40 -0.40 0.10
H 0.373745 2.827263 2.374093 0.57 -0.56 0.61 0.33
H -0.580760 1.508399 3.118729 -0.13 -0.14 -0.74 0.24
H -0.790236 4.198771 4.038814 1.25 0.46 -0.23 0.32
H -1.680606 2.970135 6.041456 0.92 0.15 0.06 0.35
H -2.088773 1.899549 4.823214 -0.50 0.12 -0.53 0.24
H -3.831138 3.591638 5.231245 -0.07 0.45 0.52 0.46
H -3.134150 4.039464 3.687285 -0.31 0.04 -0.09 0.32
H -2.790583 7.240903 5.361210 -0.12 -0.10 0.51 0.25
H -4.218418 6.157537 5.780205 -0.05 0.25 0.06 0.28
H -3.635179 6.446471 4.081940 -0.73 0.24 0.06 0.30
C -2.013077 -0.523921 -4.744778 -0.14 0.85 -0.93 -0.20
C -2.576370 0.863434 -4.426470 0.15 -0.06 0.54 -0.48
O -1.828273 1.598964 -3.465268 0.60 0.04 -0.57 -0.43
O -2.281370 -1.458245 -3.755697 0.21 -0.27 0.74 -0.58
H -0.930171 -0.486461 -4.906720 0.07 0.40 -0.09 0.05
H -2.434806 -0.850978 -5.699164 -0.23 -0.15 0.10 0.39
H -3.556852 0.807944 -3.946384 -0.43 -0.53 -0.76 0.35
H -2.616753 1.429349 -5.359040 -0.05 0.25 0.12 0.34
H -1.460655 0.975889 -2.829513 0.07 0.18 0.29 0.21
H -1.585051 -1.270130 -3.112353 -0.18 -0.64 0.51 0.24
C -4.001167 -0.211157 1.142595 1.55 -0.17 -0.30 -0.43
C -3.387420 -0.699032 2.446588 -0.29 0.01 0.07 0.18
O -4.002197 -1.934032 2.877063 0.02 0.99 -0.10 -0.54
O -5.242891 0.433125 1.365501 -0.16 -0.39 0.08 -0.57
H -4.043348 -1.067525 0.464313 -0.50 -0.14 0.04 0.47
H -3.300014 0.459181 0.636736 0.06 0.29 0.22 0.11
H -3.517043 0.082976 3.200800 -0.16 0.02 0.16 0.39
H -2.311765 -0.860635 2.388558 -0.06 -0.17 -0.42 -0.22
H -4.931345 -1.678854 2.892304 -0.21 -0.49 0.17 0.33
H -5.654210 0.515131 0.500842 -0.16 0.12 0.07 0.35
```
Positions in Å, forces in eV/Å.

Values from the calculation:
Charge = -1
Energy relative to the best compared isomer or geometry (same formula, charge and spin) = 41.3 kcal per mole

Among the records above, which one has the lowest charge? C28H72F6N4O12P